2 unconnected molecules or ions with the total composition CH6N6O4S2. Source: OMol25; level of theory: ωB97M-V/def2-TZVPD.

M = 230.23 g/mol
E_LUMO = -0.050 eV
orbital gap = 0.3810 hartree
HOMO energy = -0.3828 hartree
E_tot = -39930.76882 eV
multiplicity = 1

Each line ends with the Mulliken charge.
Atoms and positions in Å:
C1 1.63705 2.06039 0.59799  -0.244
N1 -1.60369 3.06274 -0.45591  -0.603
N2 -1.65777 1.92965 -0.39379  0.784
N3 0.92385 1.05649 0.25271  -0.152
N4 -1.85126 0.76951 -0.64836  -0.213
N5 1.34409 -1.51155 0.73002  -0.443
N6 -1.48576 -1.88536 -0.79587  -0.531
O1 0.87499 -0.63050 -1.51940  -0.694
O2 3.06826 -0.07507 -0.53675  -0.676
O3 -0.99142 -0.70913 1.32445  -0.593
O4 -3.32418 -0.89300 0.59768  -0.606
S1 1.65910 -0.32756 -0.33658  1.095
S2 -1.93984 -0.70603 0.26525  1.115
H1 2.72624 2.03830 0.27961  0.246
H2 1.25971 3.00791 1.10330  0.253
H3 1.85148 -1.54502 1.50637  0.271
H4 0.33164 -1.54717 0.76403  0.345
H5 -0.56571 -1.70019 -1.36507  0.358
H6 -2.25676 -2.39439 -1.36970  0.287

Forces on atoms 1 to 3 (eV/Å):
C 1.21 -0.16 -1.03
N 0.34 -1.64 0.70
N -0.31 2.42 -0.04